No. 1
ORCA calculation (wB97M-V/def2-TZVPD) on C4H7O3Sn as an isolated structure in a non-equilibrium geometry.

Its molar mass is 221.8 g/mol. As for the charge: +3. The total energy is -595.25825 Eh. As for the relative energy (zero: lowest compared OMol25 entry of this formula, charge and spin): 13.2 kcal/mol.

CARTESIAN COORDINATES (ANGSTROEM)
O  0.253  0.421  -0.327
O  -1.533  0.076  1.077
O  -0.070  -1.526  0.487
C  -0.718  -0.383  0.375
Sn  1.985  -1.156  0.485
C  -0.017  1.616  -0.688
C  0.995  2.427  -1.293
H  -0.987  2.017  -0.361
H  0.644  2.670  -2.314
H  1.990  1.973  -1.268
H  0.964  3.400  -0.764
C  -0.775  -2.702  1.044
H  -1.834  -2.579  0.809
H  -0.650  -2.699  2.129
H  -0.247  -3.554  0.610



No. 2
ORCA calculation (wB97M-V/def2-TZVPD) on C4H7O3Yb as an isolated structure in a non-equilibrium geometry.

Its molar mass is 276.1 g/mol. As for the charge: +3. The total energy is -1539.66775 Eh. As for the relative energy (zero: lowest compared OMol25 entry of this formula, charge and spin): 18.8 kcal/mol. As for the spin multiplicity: 3.

CARTESIAN COORDINATES (ANGSTROEM)
H  -0.650  1.641  2.118
Yb  3.989  -2.070  1.125
O  2.594  -0.110  1.234
C  1.453  0.319  1.318
O  1.144  1.544  1.141
C  -0.244  1.927  1.144
H  -0.862  1.126  0.408
H  -0.297  2.985  0.892
O  -2.002  -1.511  0.117
C  -1.071  -1.036  -0.507
C  -1.053  -0.994  -1.996
H  0.042  -0.847  0.101
H  -2.017  -0.672  -2.401
H  -0.247  -0.314  -2.312
H  -0.779  -1.988  -2.381



No. 3
ORCA calculation (wB97M-V/def2-TZVPD) on C4H7O4Pt as an isolated structure in a non-equilibrium geometry.

Its molar mass is 314.2 g/mol. As for the charge: 0. The total energy is -576.69916 Eh. As for the relative energy (zero: lowest compared OMol25 entry of this formula, charge and spin): 0.0 kcal/mol. As for the spin multiplicity: 4.

CARTESIAN COORDINATES (ANGSTROEM)
O  0.564  -0.791  1.019
C  1.062  0.446  1.506
C  1.413  1.327  0.323
O  2.122  0.523  -0.617
C  2.686  1.264  -1.690
Pt  1.486  -1.349  -0.684
H  1.953  0.219  2.105
H  0.322  0.945  2.146
H  2.042  2.170  0.645
H  0.507  1.727  -0.163
H  3.425  1.979  -1.303
H  3.180  0.551  -2.360
H  1.899  1.802  -2.238
O  -0.696  -1.404  -0.726
C  -0.836  -0.819  0.367
O  -1.744  -0.252  0.920



No. 4
ORCA calculation (wB97M-V/def2-TZVPD) on C4H7O4Sc as an isolated structure in a non-equilibrium geometry.

Its molar mass is 164.1 g/mol. As for the charge: 0. The total energy is -1218.09670 Eh.

CARTESIAN COORDINATES (ANGSTROEM)
C  -1.894  0.558  0.121
O  -2.910  0.715  -0.478
O  -1.320  0.753  1.163
Sc  1.611  -0.010  1.512
O  1.902  1.014  -0.385
C  1.163  0.809  -1.446
C  -0.115  -0.666  -1.004
O  0.705  -1.484  -0.176
C  1.585  -2.376  -0.822
H  1.716  0.439  -2.335
H  0.410  1.602  -1.631
H  -0.129  -0.956  -2.069
H  -1.037  -1.246  -0.844
H  2.493  -2.418  -0.207
H  1.114  -3.365  -0.922
H  1.859  -2.016  -1.826



No. 5
ORCA calculation (wB97M-V/def2-TZVPD) on C4H7OSn as an isolated structure in a non-equilibrium geometry.

Its molar mass is 189.8 g/mol. As for the charge: +1. The total energy is -445.67035 Eh. As for the relative energy (zero: lowest compared OMol25 entry of this formula, charge and spin): 46.8 kcal/mol.

CARTESIAN COORDINATES (ANGSTROEM)
H  -0.263  0.581  -1.811
C  -0.247  -0.962  -0.256
C  0.423  0.211  -1.039
C  0.360  1.053  0.161
O  1.356  1.343  0.887
Sn  3.049  0.934  1.179
H  -0.641  -1.661  -1.007
H  0.547  -1.466  0.330
H  1.447  -0.014  -1.358
H  -0.708  1.475  0.576
C  -1.558  -0.305  0.538
H  -2.425  -0.887  0.175
H  -1.341  -0.303  1.625



No. 6
ORCA calculation (wB97M-V/def2-TZVPD) on one molecule with the formula C4H7P in a non-equilibrium geometry.

As for the structure (SMILES): C=CP1CC1. Its molar mass is 86.1 g/mol. As for the charge: 0. The total energy is -497.86671 Eh. As for the relative energy (zero: lowest compared OMol25 entry of this formula, charge and spin): 37.6 kcal/mol.

CARTESIAN COORDINATES (ANGSTROEM)
C  1.170  -0.182  -1.700
C  1.204  -0.429  -0.432
C  -0.620  0.151  1.555
C  -1.372  0.335  0.324
P  -0.259  -1.296  0.286
H  2.017  0.396  -2.118
H  0.420  -0.491  -2.371
H  1.935  -0.185  0.370
H  0.247  0.691  1.640
H  -1.233  -0.033  2.523
H  -2.544  0.016  0.332
H  -0.966  1.025  -0.409



What did the sixth record say?
ORCA calculation (wB97M-V/def2-TZVPD) on one molecule with the formula C4H7P in a non-equilibrium geometry.

As for the structure (SMILES): C=CP1CC1. Its molar mass is 86.1 g/mol. As for the charge: 0. The total energy is -497.86671 Eh. As for the relative energy (zero: lowest compared OMol25 entry of this formula, charge and spin): 37.6 kcal/mol.

CARTESIAN COORDINATES (ANGSTROEM)
C  1.170  -0.182  -1.700
C  1.204  -0.429  -0.432
C  -0.620  0.151  1.555
C  -1.372  0.335  0.324
P  -0.259  -1.296  0.286
H  2.017  0.396  -2.118
H  0.420  -0.491  -2.371
H  1.935  -0.185  0.370
H  0.247  0.691  1.640
H  -1.233  -0.033  2.523
H  -2.544  0.016  0.332
H  -0.966  1.025  -0.409



- What is the charge in the fifth record?
  +1